Entry 1:
{
  "formula": "C3H6CdO3",
  "method": "ωB97M-V/def2-TZVPD",
  "species": ["H", "O", "C", "O", "Cd", "O", "C", "C", "H", "H", "H", "H", "H"],
  "xyz": [[0.43, -0.78, -1.25], [-0.51, -0.86, -0.61], [-0.21, 0.13, 0.17], [-0.22, 0.05, 1.40], [-0.92, -1.00, 2.88], [0.87, 0.67, -0.46], [0.60, 1.46, -1.65], [1.71, 1.18, -2.63], [0.56, 2.51, -1.34], [-0.37, 1.15, -2.05], [2.69, 1.22, -2.14], [1.69, 1.91, -3.45], [1.56, 0.18, -3.05]],
  "nbo_charge": [0.561, -0.637, 1.047, -0.781, 0.959, -0.527, -0.091, -0.642, 0.215, 0.193, 0.241, 0.254, 0.207],
  "s_squared": 0.75,
  "lumo_ev": [-4.96, -6.31],
  "total_charge": 1,
  "gap_ev": [7.99, 9.24],
  "multiplicity": 2
}



Entry 2:
{
  "formula": "C18H21Br39F5N3O2PS",
  "method": "ωB97M-V/def2-TZVPD",
  "species": ["N", "C", "N", "C", "C", "F", "F", "C", "F", "F", "F", "C", "P", "O", "O", "S", "N", "H", "H", "H", "H", "H", "H", "H", "H", "C", "Br", "Br", "Br", "H", "C", "Br", "Br", "Br", "H", "C", "Br", "Br", "Br", "H", "C", "Br", "Br", "Br", "H", "C", "Br", "Br", "Br", "H", "C", "Br", "Br", "Br", "H", "C", "Br", "Br", "Br", "H", "C", "Br", "Br", "Br", "H", "C", "Br", "Br", "Br", "H", "C", "Br", "Br", "Br", "H", "C", "Br", "Br", "Br", "H", "C", "Br", "Br", "Br", "H", "C", "Br", "Br", "Br", "H"],
  "xyz": [[-1.07, 1.03, 2.96], [-0.63, -0.04, 2.28], [-0.15, -1.16, 2.91], [-0.04, -2.16, 1.83], [0.82, -3.38, 2.17], [1.80, -3.58, 1.26], [1.40, -3.22, 3.38], [-0.02, -4.69, 2.26], [-1.21, -4.44, 2.82], [-0.19, -5.20, 1.04], [0.61, -5.59, 3.00], [0.18, -1.34, 0.55], [1.92, -0.72, 0.24], [1.72, 0.78, -0.29], [2.52, -1.46, -1.02], [3.02, -0.73, 1.82], [-0.57, -0.11, 0.95], [-1.88, 0.92, 3.57], [-0.67, 1.95, 2.84], [0.73, -0.87, 3.35], [-1.07, -2.51, 1.73], [-0.23, -1.83, -0.33], [1.84, 1.39, 0.45], [1.87, -1.96, -1.55], [-1.39, 0.12, 0.40], [6.06, 1.99, 1.09], [5.00, 1.26, -0.32], [7.43, 3.17, 0.43], [4.90, 2.83, 2.38], [6.55, 1.18, 1.61], [0.53, -1.10, -4.54], [1.10, -2.83, -3.91], [0.17, 0.11, -3.08], [1.77, -0.36, -5.79], [-0.41, -1.24, -5.06], [-0.60, -9.74, 3.15], [-0.55, -8.20, 2.00], [1.01, -9.89, 4.19], [-2.16, -9.71, 4.27], [-0.66, -10.62, 2.52], [3.38, 5.06, 5.33], [3.19, 6.18, 6.88], [2.52, 3.35, 5.59], [2.79, 5.97, 3.74], [4.44, 4.86, 5.21], [-0.99, 1.23, -8.70], [-0.92, 2.42, -7.19], [-2.13, -0.28, -8.35], [-1.49, 2.16, -10.31], [0.01, 0.85, -8.85], [1.91, 10.27, 5.13], [0.54, 9.75, 6.38], [3.66, 9.78, 5.76], [1.57, 9.58, 3.37], [1.89, 11.35, 5.06], [0.96, 5.85, -10.59], [1.10, 5.48, -8.70], [2.02, 4.61, -11.63], [-0.87, 5.88, -11.17], [1.37, 6.83, -10.75], [-4.65, 3.85, -6.30], [-3.42, 5.32, -6.10], [-4.68, 3.19, -8.11], [-4.29, 2.44, -5.03], [-5.64, 4.22, -6.08], [6.52, -2.98, -2.02], [5.17, -3.18, -3.40], [7.94, -1.83, -2.59], [5.72, -2.38, -0.38], [6.94, -3.96, -1.84], [-2.72, -6.08, -1.04], [-4.04, -6.67, -2.30], [-1.29, -5.11, -1.89], [-3.49, -4.99, 0.36], [-2.30, -6.95, -0.56], [-5.46, 0.42, 4.62], [-3.69, 1.10, 5.02], [-6.80, 1.74, 4.98], [-5.55, -0.23, 2.81], [-5.63, -0.42, 5.27], [-1.34, 3.35, 1.87], [-1.10, 3.05, 3.75], [-0.05, 2.38, 0.81], [-3.14, 2.94, 1.32], [-1.17, 4.40, 1.69], [-5.42, -4.67, 4.41], [-4.46, -6.32, 4.15], [-4.20, -3.18, 4.59], [-6.70, -4.37, 3.00], [-5.97, -4.75, 5.34]],
  "lowdin_charge": [-0.169, -0.401, 0.166, -0.176, -0.398, 0.113, 0.129, -0.584, 0.120, 0.072, 0.134, -0.234, 0.216, -0.401, -0.245, 0.394, -0.015, -0.053, -0.286, 0.128, 0.157, 0.130, -0.058, -0.012, 0.148, -1.618, 0.579, 0.608, 0.544, -0.022, -1.583, 0.613, 0.636, 0.624, -0.028, -1.628, 0.637, 0.599, 0.573, -0.026, -1.630, 0.585, 0.537, 0.542, -0.033, -1.621, 0.511, 0.563, 0.569, -0.033, -1.633, 0.569, 0.557, 0.545, -0.030, -1.639, 0.551, 0.571, 0.558, -0.031, -1.633, 0.563, 0.571, 0.537, -0.032, -1.626, 0.557, 0.591, 0.567, -0.028, -1.627, 0.621, 0.562, 0.573, -0.046, -1.614, 0.635, 0.634, 0.547, -0.046, -1.336, 0.912, 0.978, 0.679, 0.000, -1.615, 0.575, 0.556, 0.578, -0.025],
  "lumo_ev": -3.17,
  "total_charge": 1,
  "gap_ev": 8.25
}



Entry 3:
{
  "formula": "C40H48N4O",
  "method": "ωB97M-V/def2-TZVPD",
  "species": ["C", "C", "C", "N", "N", "N", "C", "C", "C", "C", "C", "C", "C", "C", "C", "C", "H", "H", "H", "H", "H", "H", "H", "H", "H", "H", "H", "H", "H", "H", "H", "H", "H", "H", "H", "H", "H", "H", "H", "H", "H", "C", "N", "C", "C", "C", "C", "C", "C", "C", "C", "C", "C", "C", "C", "C", "C", "C", "C", "O", "C", "C", "C", "C", "C", "C", "C", "C", "C", "C", "H", "H", "H", "H", "H", "H", "H", "H", "H", "H", "H", "H", "H", "H", "H", "H", "H", "H", "H", "H", "H", "H", "H"],
  "xyz": [[-2.23, -0.46, 4.54], [-2.34, -1.14, 3.20], [-3.36, -2.26, 3.35], [-1.06, -1.74, 2.74], [-0.85, -2.95, 3.23], [0.47, -3.19, 3.10], [0.88, -4.57, 3.61], [0.06, -5.66, 2.94], [0.56, -4.72, 5.09], [1.12, -2.12, 2.55], [2.64, -2.22, 2.36], [3.22, -0.95, 1.74], [2.98, -3.39, 1.42], [3.32, -2.43, 3.73], [0.10, -1.22, 2.17], [0.14, 0.11, 1.43], [-3.22, -0.10, 4.80], [-1.93, -1.17, 5.31], [-1.55, 0.39, 4.50], [-2.61, -0.44, 2.41], [-4.31, -1.80, 3.68], [-3.56, -2.81, 2.43], [-3.06, -2.96, 4.14], [1.94, -4.72, 3.43], [0.28, -6.65, 3.39], [-1.01, -5.45, 3.09], [0.26, -5.74, 1.86], [0.70, -5.77, 5.42], [1.20, -4.08, 5.72], [-0.49, -4.44, 5.25], [2.97, -0.08, 2.34], [4.32, -1.01, 1.73], [2.87, -0.83, 0.71], [2.67, -4.35, 1.83], [2.46, -3.27, 0.47], [4.06, -3.42, 1.26], [3.05, -3.38, 4.19], [4.40, -2.41, 3.61], [3.04, -1.62, 4.40], [1.19, 0.49, 1.64], [-0.48, 0.86, 1.93], [1.97, -4.21, -4.28], [0.93, -3.20, -4.30], [0.19, -3.00, -5.53], [0.73, -2.35, -3.18], [1.35, -1.10, -3.11], [0.97, -0.21, -2.12], [-0.03, -0.55, -1.20], [-0.48, 0.47, -0.17], [-0.60, 1.94, -0.87], [-0.89, 3.00, -0.01], [-1.05, 4.32, -0.43], [-1.26, 5.44, 0.49], [-0.56, 5.53, 1.72], [-0.88, 6.53, 2.65], [-1.80, 7.54, 2.30], [-2.46, 7.50, 1.06], [-2.19, 6.46, 0.19], [-1.23, 4.56, -1.88], [-1.90, 5.54, -2.27], [-0.74, 3.53, -2.81], [-0.62, 3.91, -4.27], [0.38, 3.33, -5.10], [0.46, 3.60, -6.48], [-0.39, 4.56, -7.05], [-1.35, 5.21, -6.27], [-1.45, 4.89, -4.91], [-0.56, 2.25, -2.27], [-0.62, -1.83, -1.25], [-0.13, -2.78, -2.14], [2.33, -4.38, -3.24], [1.59, -5.16, -4.69], [2.84, -3.95, -4.92], [-0.66, -2.33, -5.30], [0.81, -2.52, -6.32], [-0.17, -3.97, -5.91], [2.13, -0.83, -3.82], [1.43, 0.78, -2.10], [-1.61, 0.26, -0.06], [-0.93, 2.81, 1.07], [0.25, 4.83, 1.92], [-0.39, 6.54, 3.64], [-1.98, 8.37, 2.99], [-3.18, 8.28, 0.78], [-2.70, 6.44, -0.76], [1.14, 2.69, -4.63], [1.19, 3.06, -7.10], [-0.30, 4.81, -8.11], [-2.02, 5.98, -6.69], [-2.18, 5.45, -4.32], [-0.31, 1.50, -3.02], [-1.46, -2.04, -0.59], [-0.43, -3.82, -2.06]],
  "lowdin_charge": [-0.038, -0.345, -0.062, 0.010, 0.162, 0.045, -0.341, -0.054, -0.054, -0.044, -0.515, -0.049, -0.022, -0.027, -0.064, -0.015, 0.094, 0.090, 0.087, 0.147, 0.094, 0.087, 0.074, 0.097, 0.098, 0.081, 0.086, 0.100, 0.082, 0.080, 0.089, 0.100, 0.097, 0.063, 0.096, 0.101, 0.063, 0.097, 0.098, 0.106, 0.080, -0.092, -0.258, -0.076, -0.259, 0.003, -0.063, -0.231, -0.111, -0.178, -0.044, -0.110, -0.169, -0.054, -0.111, -0.122, -0.089, -0.029, -0.324, -0.059, -0.090, -0.134, -0.054, -0.109, -0.125, -0.094, -0.025, -0.025, -0.050, -0.015, 0.087, 0.073, 0.078, 0.096, 0.081, 0.078, 0.122, 0.117, 0.136, 0.097, 0.099, 0.092, 0.088, 0.099, 0.093, 0.102, 0.093, 0.087, 0.100, 0.092, 0.090, 0.107, 0.110],
  "lumo_ev": -1.07,
  "gap_ev": 4.23
}